[1]
Entry from the Open Molecules 2025 dataset: a structure of composition C27H26FeN7O5S4 (ωB97M-V/def2-TZVPD).

```
! RIJCOSX wB97M-V def2-TZVPD def2/J DEFGRID3
* xyz -1 1
Fe 0.615 -0.280 0.639
C 3.250 3.961 -1.909
S 4.390 2.673 -1.368
C 3.322 1.273 -1.135
S 4.130 -0.108 -0.570
N 2.089 1.472 -1.495
N 1.144 0.536 -1.155
C 0.304 0.266 -2.086
C -0.833 -0.591 -1.788
C -1.754 -0.985 -2.746
C -2.778 -1.841 -2.374
C -2.885 -2.220 -1.046
C -1.941 -1.757 -0.145
N -0.917 -0.992 -0.511
H 3.854 4.856 -2.060
H 2.491 4.154 -1.154
H 2.767 3.681 -2.841
H 0.444 0.683 -3.079
H -1.633 -0.659 -3.771
H -3.466 -2.243 -3.105
H -3.640 -2.925 -0.734
H -1.960 -2.056 0.894
C -3.404 -6.506 2.772
C -2.614 -5.294 3.174
C -3.171 -4.018 3.068
C -2.414 -2.888 3.316
C -1.075 -3.018 3.666
C -0.519 -4.274 3.831
C -1.294 -5.403 3.594
S -0.052 -1.569 3.762
O 1.310 -2.035 3.713
O -0.494 -0.797 4.897
N -0.362 -0.781 2.394
C -1.130 0.354 2.344
C -2.191 0.795 3.147
C -2.862 1.935 2.756
C -2.492 2.626 1.602
C -1.421 2.146 0.879
N -0.755 1.060 1.256
H -4.445 -6.424 3.089
H -2.981 -7.414 3.200
H -3.398 -6.620 1.683
H -4.202 -3.914 2.752
H -2.852 -1.904 3.194
H 0.526 -4.359 4.094
H -0.846 -6.385 3.688
H -2.455 0.260 4.045
H -3.691 2.291 3.354
H -3.017 3.514 1.281
H -1.063 2.637 -0.019
N 1.684 -2.026 0.212
C 0.947 -3.145 -0.301
C 0.260 -3.950 0.593
C -0.622 -4.911 0.134
C -0.839 -5.063 -1.228
C -0.084 -4.319 -2.124
C 0.823 -3.368 -1.664
S -2.196 -6.100 -1.777
O -2.233 -7.196 -0.821
O -1.865 -6.471 -3.142
O -3.349 -5.202 -1.675
H 2.180 -2.279 1.064
H 2.405 -1.695 -0.434
H 0.390 -3.783 1.651
H -1.180 -5.526 0.827
H -0.230 -4.481 -3.184
H 1.393 -2.766 -2.364
N 2.600 1.221 2.356
C 1.958 0.556 1.633
H 3.577 1.345 2.559
*
```

Results
strongest force on any atom: 0.525 eV/A
relative energy (zero: lowest compared OMol25 entry of this formula, charge and spin): 0.0 kcal per mole
HOMO-LUMO gap: 7.45 eV

***

[2]
Entry from the Open Molecules 2025 dataset: a structure of composition C27H26MoS4Sb2 at a distorted geometry (ωB97M-V/def2-TZVPD).

```
! RIJCOSX wB97M-V def2-TZVPD def2/J DEFGRID3
* xyz 4 1
Mo -1.378 -1.351 -0.517
C 0.814 2.013 -0.789
C 1.847 1.626 -1.853
C 2.602 0.351 -1.515
Sb 1.490 -1.388 -0.925
C 1.009 -1.214 1.141
C 1.872 -0.662 2.085
C 1.541 -0.739 3.436
C 0.333 -1.302 3.852
C -0.564 -1.812 2.923
C -0.204 -1.751 1.587
C 2.896 -2.925 -0.979
C 3.026 -3.769 0.125
C 4.114 -4.625 0.147
C 5.005 -4.658 -0.924
C 4.828 -3.834 -2.033
C 3.749 -2.965 -2.087
Sb -1.170 1.310 -1.165
C -2.153 3.138 -1.638
C -1.499 3.954 -2.552
C -2.022 5.229 -2.723
C -3.164 5.621 -2.027
C -3.799 4.751 -1.145
C -3.313 3.464 -0.950
C -1.861 0.820 0.805
C -1.203 1.316 1.939
C -1.812 1.211 3.180
C -3.026 0.529 3.324
C -3.674 0.007 2.216
C -3.120 0.201 0.946
H 0.662 3.089 -0.717
H 1.108 1.638 0.193
H 2.591 2.424 -1.919
H 1.411 1.552 -2.851
H 3.241 0.465 -0.633
H 3.223 0.003 -2.338
H 2.830 -0.248 1.793
H 2.248 -0.385 4.177
H 0.099 -1.359 4.908
H -1.494 -2.268 3.238
H -0.772 -2.412 0.904
H 2.333 -3.751 0.956
H 4.266 -5.271 1.001
H 5.838 -5.349 -0.901
H 5.524 -3.872 -2.861
H 3.594 -2.354 -2.967
H -0.625 3.647 -3.112
H -1.536 5.909 -3.411
H -3.572 6.610 -2.186
H -4.682 5.065 -0.603
H -3.816 2.788 -0.273
H -0.249 1.821 1.863
H -1.345 1.667 4.044
H -3.485 0.449 4.302
H -4.643 -0.465 2.320
H -3.779 0.095 0.095
S -3.416 -1.564 -1.544
S -3.819 -3.105 -2.725
S -2.118 -4.109 -2.912
S -0.781 -3.253 -1.728
*
```

Results
strongest force on any atom: 1.463 eV/A
relative energy (zero: lowest compared OMol25 entry of this formula, charge and spin): 19.9 kcal per mole
HOMO-LUMO gap (spin up / spin down): 4.74 / 4.74 eV

***

[3]
Entry from the Open Molecules 2025 dataset: a structure of composition C27H26N3O2PdTe at a distorted geometry (ωB97M-V/def2-TZVPD).

```
! RIJCOSX wB97M-V def2-TZVPD def2/J DEFGRID3
* xyz -1 1
Pd -0.628 -0.433 -0.265
C -3.676 1.102 -1.422
C -2.498 1.911 -1.863
C -2.566 2.794 -2.935
C -1.434 3.497 -3.317
C -0.257 3.308 -2.616
C -0.272 2.414 -1.547
N -1.362 1.741 -1.178
C 0.946 2.137 -0.746
C 1.827 3.136 -0.374
C 2.914 2.824 0.436
C 3.078 1.511 0.842
C 2.166 0.551 0.422
N 1.121 0.844 -0.380
C 2.259 -0.863 0.846
C 3.482 -1.506 1.032
C 3.469 -2.822 1.451
C 2.248 -3.455 1.652
C 1.068 -2.764 1.418
C -0.275 -3.398 1.613
N 1.085 -1.476 1.034
H -4.502 1.218 -2.126
H -4.009 1.428 -0.433
H -3.390 0.049 -1.358
H -3.501 2.905 -3.470
H -1.465 4.166 -4.169
H 0.660 3.801 -2.912
H 1.643 4.153 -0.696
H 3.598 3.595 0.767
H 3.885 1.227 1.506
H 4.411 -0.994 0.818
H 4.400 -3.357 1.600
H 2.202 -4.486 1.984
H -0.207 -4.479 1.474
H -1.010 -2.980 0.921
H -0.638 -3.207 2.628
C -0.531 -2.913 -2.152
C -1.609 -1.849 -1.921
O -1.871 -1.107 -2.890
O -2.273 -1.916 -0.813
H -0.752 -3.408 -3.101
H -0.511 -3.647 -1.345
H 0.454 -2.457 -2.239
C 0.002 0.281 3.478
Te -1.733 0.256 2.226
C -2.673 0.842 4.113
C -1.798 0.279 5.204
C -2.251 0.009 6.495
C -1.399 -0.516 7.458
C -0.072 -0.775 7.138
C 0.388 -0.508 5.856
C -0.464 0.012 4.884
H 0.488 1.255 3.388
H 0.696 -0.479 3.136
H -3.690 0.454 4.165
H -2.709 1.932 4.158
H -3.289 0.205 6.742
H -1.772 -0.733 8.452
H 0.598 -1.195 7.879
H 1.419 -0.723 5.595
*
```

Results
strongest force on any atom: 1.028 eV/A
relative energy (zero: lowest compared OMol25 entry of this formula, charge and spin): 17.9 kcal per mole
HOMO-LUMO gap (spin up / spin down): 4.99 / 5.00 eV

***

[4]
Entry from the Open Molecules 2025 dataset: a structure of composition C27H26N3O5S5SbTi (ωB97M-V/def2-TZVPD).

```
! RIJCOSX wB97M-V def2-TZVPD def2/J DEFGRID3
* xyz -2 3
Ti 0.674 -0.533 -1.019
O -1.079 -4.114 -2.036
C -0.336 -3.280 -1.524
N 0.299 -2.211 -2.196
C 0.730 -2.308 -3.468
O 0.456 -3.111 -4.350
C 1.800 -1.262 -3.748
C 2.371 -1.143 -5.003
C 3.393 -0.225 -5.178
C 3.815 0.533 -4.096
C 3.189 0.354 -2.873
N 2.202 -0.525 -2.711
C 0.081 -3.286 -0.135
C -0.093 -4.417 0.676
C 0.452 -4.457 1.930
C 1.194 -3.326 2.384
C 1.332 -2.244 1.556
N 0.789 -2.175 0.321
H 2.008 -1.782 -5.795
H 3.865 -0.105 -6.147
H 4.620 1.249 -4.184
H 3.477 0.915 -1.995
H -0.653 -5.244 0.259
H 0.341 -5.334 2.557
H 1.678 -3.316 3.352
H 1.910 -1.376 1.848
C -2.866 3.176 3.465
O -3.163 3.773 2.216
C -2.674 3.152 1.107
C -2.894 3.847 -0.105
C -2.372 3.326 -1.251
C -1.634 2.122 -1.263
C -0.964 1.683 -2.448
C -1.237 2.335 -3.783
O -0.106 0.786 -2.431
C -1.487 1.376 -0.054
O -0.934 0.216 0.008
C -2.012 1.955 1.135
H -3.282 3.837 4.222
H -1.787 3.081 3.608
H -3.324 2.188 3.550
H -3.434 4.783 -0.083
H -2.501 3.869 -2.178
H -2.305 2.345 -4.002
H -0.702 1.781 -4.549
H -0.881 3.367 -3.770
H -1.841 1.411 2.050
S 6.806 4.364 0.136
C 5.731 3.080 0.105
S 4.050 3.236 0.379
C 3.576 1.555 0.203
C 4.585 0.671 -0.035
S 4.524 -1.021 -0.307
S 6.176 1.441 -0.112
S 1.862 1.254 0.386
C -2.830 -2.655 4.482
Sb -2.147 -1.921 2.551
C -3.937 -0.708 2.369
C -0.897 -0.444 3.495
H -3.136 -1.816 5.111
H -2.021 -3.194 4.977
H -3.673 -3.335 4.357
H -4.063 -0.060 3.239
H -4.788 -1.391 2.322
H -3.927 -0.103 1.464
H -1.493 0.254 4.091
H -0.294 0.090 2.761
H -0.220 -0.985 4.157
*
```

Results
strongest force on any atom: 0.910 eV/A
relative energy (zero: lowest compared OMol25 entry of this formula, charge and spin): 14.2 kcal per mole
HOMO-LUMO gap (spin up / spin down): 4.19 / 5.26 eV
<S²>: 2.0191